12
Properties=species:S:1:pos:R:3:forces:R:3 method="wB97M-V/def2-TZVPD" smiles="C=C=NC1=C[C@H]1O" lumo_energy_ev=0.82 total_charge=0 fmax_ev_per_a=0.7 total_energy_ev=-8798.8502
C -2.091 -0.446 -0.151 -0.17 -0.24 0.18
C -1.202 -0.956 0.652 0.04 0.15 -0.10
N -0.165 -1.216 1.286 -0.38 0.28 -0.32
C 0.752 -0.246 0.807 0.18 0.09 0.02
C 1.863 0.429 0.820 -0.24 -0.19 -0.18
C 0.787 0.747 -0.253 0.32 0.35 0.45
O 0.852 0.383 -1.612 0.37 -0.24 0.02
H -2.692 0.390 0.182 -0.12 -0.18 0.02
H -2.166 -0.795 -1.174 -0.12 -0.09 0.14
H 2.809 0.601 1.327 -0.25 0.06 -0.39
H 0.197 1.668 -0.214 0.29 -0.14 0.18
H 1.056 -0.560 -1.669 0.08 0.16 -0.01

***

12
Properties=species:S:1:pos:R:3:forces:R:3 method="wB97M-V/def2-TZVPD" smiles="N=C=CCC=C=O" lumo_energy_ev=0.72 total_charge=0 fmax_ev_per_a=1.1 total_energy_ev=-8801.0717
N -0.091 2.441 -0.750 0.28 -0.36 -0.17
C 0.375 1.327 -0.969 -0.05 0.12 -0.01
C 0.656 0.065 -1.203 -0.21 0.29 -0.03
C -0.348 -0.906 -0.585 -0.09 0.00 0.10
C 0.016 -1.153 0.870 0.06 0.04 0.16
C -0.443 -0.427 1.863 -0.43 0.43 0.56
O -0.865 0.213 2.750 0.37 -0.66 -0.83
H 0.136 2.846 0.159 0.07 -0.07 -0.11
H 1.589 -0.269 -1.649 -0.26 0.18 0.08
H -1.348 -0.459 -0.656 0.19 -0.16 0.08
H -0.401 -1.859 -1.130 0.17 0.31 0.13
H 0.915 -1.713 1.099 -0.10 -0.12 0.05

***

Relative energy (zero: lowest compared OMol25 entry of this formula, charge and spin) (kcal/mol)
105.4 54.1